ORCA calculation (wB97M-V/def2-TZVPD) on a structure of composition C33H48Ge2N6O2Pt.

Net charge: +2
E_tot, eV: -164296.52505
Gap between HOMO and LUMO, eV: 5.085
HOMO energy, eV: -12.741
Maximum force, Eh/bohr: 0.0474
Energy relative to the best compared isomer or geometry (same formula, charge and spin), kcal per mole: 21.9
LUMO level, eV: -7.66
Spin multiplicity: 1

Atoms and positions in Å:
Pt1 0.14610 0.44889 0.48796
C1 1.16723 4.64254 1.97261
C2 0.77613 3.19965 2.07242
O1 1.18416 2.41069 1.23062
C3 -0.08596 2.85896 3.24440
C4 -0.62580 1.69795 3.62669
C5 -1.46721 1.57991 4.85762
N1 -0.40536 0.53249 2.83033
N2 -0.85766 -0.50646 3.31453
C6 -0.64143 -1.64599 2.44909
O2 -0.06721 -1.56160 1.35407
C7 -1.12374 -2.90820 2.95425
C8 -1.94283 -2.96283 4.09424
C9 -2.45688 -4.17794 4.50676
C10 -2.14996 -5.33573 3.80451
C11 -1.32462 -5.29197 2.68131
C12 -0.81229 -4.08769 2.25444
H1 1.64022 4.83778 1.01468
H2 1.87369 4.88163 2.77367
H3 0.29942 5.29151 2.11469
H4 -0.30176 3.70048 3.89172
H5 -1.52727 2.53112 5.37733
H6 -1.05231 0.82672 5.52823
H7 -2.47373 1.25236 4.58888
H8 -2.17077 -2.05673 4.63519
H9 -3.09894 -4.22493 5.37557
H10 -2.54874 -6.28495 4.13860
H11 -1.08821 -6.20132 2.14511
H12 -0.15593 -4.03828 1.39514
C13 -2.33274 -3.18966 -2.09419
C14 -2.08101 -2.16046 -0.98364
Ge1 -0.61782 -0.92582 -1.40661
C15 -1.20050 0.36481 -2.77209
C16 -1.34311 -0.23466 -4.18020
C17 0.92583 -1.90957 -2.04332
C18 2.19224 -1.71977 -1.59871
Ge2 2.41111 -0.55351 -0.00275
C19 3.45352 1.08698 -0.30616
C20 4.90377 0.93979 -0.78885
C21 2.91406 -1.50847 1.64208
C22 4.34238 -2.06542 1.72601
C23 3.35380 -2.31632 -2.26306
C24 4.63545 -2.22847 -1.69231
C25 5.73434 -2.79314 -2.30534
C26 5.57830 -3.45603 -3.52044
C27 4.31637 -3.55301 -4.11079
C28 3.22189 -2.98546 -3.50033
H13 -3.13273 -3.86735 -1.79211
H14 -1.44878 -3.80021 -2.28919
H15 -2.64017 -2.72796 -3.02947
H16 -1.83096 -2.67340 -0.05696
H17 -2.96944 -1.55503 -0.79309
H18 -0.48451 1.18887 -2.78072
H19 -2.15841 0.75391 -2.41905
H20 -0.39224 -0.62137 -4.55125
H21 -1.68444 0.52547 -4.88509
H22 -2.07329 -1.04074 -4.20597
H23 0.72797 -2.63836 -2.83208
H24 3.42899 1.59062 0.65960
H25 2.88232 1.70125 -1.00284
H26 5.51033 0.35396 -0.09703
H27 5.36118 1.92828 -0.85627
H28 4.96563 0.48420 -1.77637
H29 2.19501 -2.31441 1.77761
H30 2.75129 -0.78253 2.44278
H31 4.51087 -2.85969 1.00090
H32 4.50443 -2.49277 2.71661
H33 5.09777 -1.29138 1.58210
H34 4.76721 -1.71406 -0.75274
H35 6.71095 -2.71560 -1.84656
H36 6.43805 -3.89172 -4.01292
H37 4.19731 -4.07293 -5.05207
H38 2.25574 -3.05951 -3.98124
C29 -5.39079 3.89388 -1.46976
C30 -4.19682 4.83262 -1.62722
C31 -3.34584 4.44989 -2.83555
C32 -3.37346 4.90993 -0.33783
N3 -2.72413 3.63137 0.00283
C33 -1.60529 3.09659 -0.47171
N4 -1.48914 1.88824 0.02778
N5 -2.56527 1.70472 0.84376
N6 -3.30556 2.74613 0.82553
H39 -6.00537 3.91436 -2.36958
H40 -6.02046 4.18492 -0.62735
H41 -5.06959 2.86131 -1.31117
H42 -4.56834 5.84866 -1.78109
H43 -2.99994 3.41357 -2.77263
H44 -2.47826 5.10628 -2.94928
H45 -3.93717 4.52989 -3.74695
H46 -4.01357 5.15159 0.50721
H47 -2.58763 5.65957 -0.42217
H48 -0.92965 3.56909 -1.16539